(1)
A structure of composition C23H27IIrN4O2. Source: the Open Molecules 2025 dataset; level of theory: the ωB97M-V functional and the def2-TZVPD basis.

Summary:
2S+1: 5
E_HOMO (spin up / spin down): -10.5 / -10.9 eV
lowest unoccupied orbital energy (spin up / spin down): -2.523 / -4.823 eV
charge: +1
HOMO-LUMO gap (spin up / spin down): 7.938 / 6.037 eV

Cartesian coordinates (Å):
Ir 1.19595 -0.12487 0.02955
C 1.68170 -1.29721 -3.03167
N 0.81632 -0.31873 -2.35301
C 1.11715 1.02951 -2.91490
C -0.58667 -0.59748 -2.45048
C -1.14127 -1.40614 -3.42559
C -2.51042 -1.64578 -3.43204
C -3.32105 -1.08300 -2.45589
C -2.77599 -0.26379 -1.48342
C -1.40239 0.00511 -1.47452
N -0.71441 0.70423 -0.48381
C -1.34535 1.62779 0.34381
C -2.49997 2.33731 -0.01868
C -3.09773 3.20292 0.87592
C -2.55024 3.37967 2.14255
C -1.37310 2.73463 2.48637
C -0.74647 1.88626 1.58540
N 0.55703 1.32018 1.86052
C 1.54463 2.43496 1.91310
C 0.60708 0.57040 3.13311
H 1.58543 -1.21770 -4.11799
H 1.42058 -2.30342 -2.71446
H 2.70907 -1.07794 -2.74893
H 0.88415 1.02690 -3.98278
H 2.16819 1.24442 -2.75014
H 0.51570 1.77846 -2.40698
H -0.51347 -1.85701 -4.18008
H -2.93845 -2.28057 -4.19588
H -4.38133 -1.29532 -2.44258
H -3.40897 0.12354 -0.69875
H -2.90585 2.22257 -1.01297
H -3.98796 3.74223 0.58305
H -3.02501 4.04895 2.84730
H -0.92505 2.91232 3.45499
H 1.27413 3.14142 2.70047
H 1.55202 2.94600 0.95183
H 2.52281 2.01117 2.11676
H 0.47775 1.23578 3.99037
H 1.57941 0.08791 3.20198
H -0.17682 -0.18302 3.14136
I 2.31759 -3.12586 0.12549
C 0.36633 -3.05765 0.80927
C -0.30958 -4.20450 1.19076
C -1.60774 -4.06392 1.64970
C -2.17258 -2.79952 1.71639
C -1.41806 -1.71760 1.31300
N -0.16312 -1.83403 0.85789
H 0.16567 -5.17230 1.13278
H -2.16945 -4.93395 1.96333
H -3.17899 -2.64407 2.07775
H -1.80948 -0.71027 1.36627
C 5.23468 0.61298 0.54613
C 3.76834 0.39599 0.34351
O 3.21449 0.62847 -0.77099
O 3.07364 -0.08409 1.29692
H 5.63340 1.35108 -0.14361
H 5.74281 -0.33722 0.36427
H 5.43093 0.89381 1.57822

Mulliken population analysis, charges in e, atoms 1 to 6:
1 Ir 2.0050
2 C -1.4185
3 N 0.9968
4 C -1.0579
5 C 0.4849
6 C -0.2857


(2)
A structure of composition C23H27IrN5O2S. Source: the Open Molecules 2025 dataset; level of theory: the ωB97M-V functional and the def2-TZVPD basis.

Summary:
2S+1: 1
E_HOMO (spin up / spin down): -11.6 / -11.6 eV
lowest unoccupied orbital energy (spin up / spin down): -4.703 / -4.751 eV
charge: +1
relative energy (zero: lowest compared OMol25 entry of this formula, charge and spin): 270.6 kJ/mol
HOMO-LUMO gap (spin up / spin down): 6.928 / 6.854 eV

Cartesian coordinates (Å):
Ir -0.39273 0.11824 0.05568
C 3.68826 2.96928 5.47559
C 3.58855 2.18518 4.19606
C 3.68391 0.79334 4.20594
C 3.54421 0.05515 3.04248
C 3.29817 0.72130 1.84758
C 3.25703 2.11130 1.79990
C 3.40205 2.83162 2.97484
S 2.93759 -0.17920 0.37788
O 2.87757 0.74620 -0.70668
O 3.74085 -1.35646 0.32616
N 1.36332 -0.65665 0.60305
C 0.89299 -1.77184 1.30186
C 1.57303 -2.82982 1.89368
C 0.81598 -3.82206 2.48935
C -0.57867 -3.77356 2.45701
C -1.17363 -2.70733 1.83045
N -0.44311 -1.71410 1.30597
H 4.36041 2.48554 6.18337
H 2.70673 3.03941 5.95002
H 4.04081 3.98337 5.29346
H 3.88732 0.28131 5.13948
H 3.65441 -1.02269 3.05623
H 3.17338 2.60689 0.83941
H 3.38409 3.91488 2.94161
H 2.64905 -2.88448 1.82539
H 1.31196 -4.65765 2.96808
H -1.18614 -4.55021 2.89963
H -2.24972 -2.61994 1.75188
C -2.20367 3.80855 2.31437
C -2.03202 2.31501 2.58253
C -2.83196 1.49081 1.56214
C -2.49472 1.97541 3.99333
N -0.58721 1.99503 2.55886
N -0.02793 2.00984 1.24235
H -3.22951 4.10980 2.52981
H -2.00551 4.07214 1.26950
H -1.53552 4.38370 2.95602
H -3.90174 1.65770 1.69478
H -2.64319 0.42143 1.70005
H -2.58994 1.76709 0.52680
H -3.53796 2.26182 4.12247
H -1.89648 2.51137 4.73174
H -2.41251 0.90138 4.18444
H -0.39955 1.09266 2.98448
H 0.98285 2.08110 1.33775
H -0.33303 2.86395 0.78795
N -3.49768 0.11402 -6.57278
C -2.94893 0.10238 -5.56313
C -2.28743 0.09471 -4.28021
C -2.09546 1.29548 -3.60296
C -1.48572 1.28836 -2.35760
C -1.10715 0.08200 -1.78574
C -1.26900 -1.11524 -2.47227
C -1.86543 -1.11238 -3.71797
H -2.41349 2.22554 -4.05346
H -1.32432 2.23113 -1.84341
H -0.94536 -2.05456 -2.03907
H -2.00744 -2.03710 -4.25998

Mulliken population analysis, charges in e, atoms 1 to 6:
1 Ir 1.4801
2 C -1.4732
3 C 0.6551
4 C -0.7316
5 C -0.5144
6 C 0.5375


(3)
An isolated molecule of C23H27N3O3. Source: the Open Molecules 2025 dataset; level of theory: the ωB97M-V functional and the def2-TZVPD basis.

Summary:
2S+1: 1
E_HOMO: -7.8 eV
lowest unoccupied orbital energy: 0.759 eV
SMILES: CN(Cc1cn(C)nc1-c1ccc(Oc2ccccc2)cc1)C[C@H]1COCCO1
relative energy (zero: lowest compared OMol25 entry of this formula, charge and spin): 399.2 kJ/mol
HOMO-LUMO gap: 8.542 eV

Cartesian coordinates (Å):
C -1.56840 -1.12865 -3.06254
N -1.82889 -0.46837 -1.80018
C -2.40281 0.85842 -2.01914
C -2.58756 1.62954 -0.75421
C -3.80908 2.00184 -0.23187
N -3.57384 2.70882 0.88993
C -4.53496 3.29988 1.77428
N -2.27700 2.81891 1.13016
C -1.64008 2.17520 0.15402
C -0.18538 2.13268 0.15397
C 0.51877 2.98377 1.00865
C 1.89503 2.95019 1.06499
C 2.60402 2.06121 0.26167
O 3.97438 2.10518 0.32595
C 4.70675 0.95692 0.18804
C 4.25202 -0.29297 0.59677
C 5.07844 -1.39511 0.47720
C 6.35707 -1.26489 -0.03728
C 6.81440 -0.01694 -0.42742
C 5.99667 1.09114 -0.31813
C 1.91448 1.22844 -0.61235
C 0.53477 1.26202 -0.66042
C -2.64944 -1.27584 -0.91870
C -1.87515 -2.42560 -0.27198
C -0.58190 -1.94003 0.39269
O 0.05426 -2.98830 1.09420
C -0.81335 -3.53877 2.06050
C -2.09699 -4.04197 1.39737
O -2.73887 -2.99679 0.70024
H -0.91938 -0.49842 -3.66972
H -2.48998 -1.33197 -3.63039
H -1.05742 -2.07109 -2.87888
H -1.71885 1.40190 -2.67934
H -3.38171 0.78816 -2.52728
H -4.80420 1.81618 -0.58517
H -5.17289 4.00215 1.23437
H -5.16131 2.53216 2.23353
H -3.98713 3.83003 2.55033
H -0.03789 3.66267 1.63484
H 2.44249 3.60328 1.72710
H 3.26042 -0.39889 1.01208
H 4.71612 -2.36185 0.79411
H 6.99602 -2.13025 -0.12860
H 7.81348 0.09491 -0.82217
H 6.33826 2.07052 -0.61545
H 2.46280 0.55311 -1.25380
H 0.00981 0.58662 -1.31391
H -3.00710 -0.64228 -0.10464
H -3.53084 -1.69374 -1.43451
H -1.61876 -3.20432 -1.00991
H 0.12760 -1.59572 -0.35756
H -0.81739 -1.11213 1.07741
H -0.27166 -4.35842 2.53461
H -1.06665 -2.77611 2.81250
H -2.81037 -4.39722 2.14234
H -1.85083 -4.85914 0.70172

Mulliken population analysis, charges in e, atoms 1 to 6:
1 C -1.3385
2 N 0.8788
3 C -1.2401
4 C 0.9596
5 C -1.4066
6 N 0.5514


(4)
A structure of composition C23H27N3O5S. Source: the Open Molecules 2025 dataset; level of theory: the ωB97M-V functional and the def2-TZVPD basis.

Summary:
2S+1: 1
E_HOMO: -8.6 eV
lowest unoccupied orbital energy: -0.435 eV
relative energy (zero: lowest compared OMol25 entry of this formula, charge and spin): 2529.7 kJ/mol
HOMO-LUMO gap: 8.200 eV

Cartesian coordinates (Å):
C -4.74166 3.14768 0.47052
H -4.94712 4.15186 0.14173
H -5.42068 2.55163 0.05344
H -4.59986 3.03920 1.43493
C -3.46167 2.64239 -0.48293
N -3.08437 1.38472 0.02599
C -2.10859 1.17479 1.03273
O -1.52522 2.27602 1.29787
C -1.59969 -0.11203 0.95921
H -2.37898 -0.84311 1.01388
C -0.88491 -0.13954 2.41183
C 0.42452 0.46356 2.31998
N 1.38151 -0.19189 1.18376
S 2.19282 -1.37415 1.45487
O 2.47420 -1.69993 2.66965
O 1.46830 -2.56352 0.81570
C 3.71635 -1.18961 0.60084
C 4.01655 -1.78705 -0.50037
C 5.32344 -1.31412 -1.33182
C 5.94964 -0.33200 -0.65091
C 5.53953 0.32435 0.29029
C 4.31305 0.11515 1.21776
H 4.10697 0.65624 2.00325
O 6.44830 1.34500 0.81840
C 7.48220 1.38786 -0.54844
O 8.53055 1.94759 -0.37731
N 7.17143 0.00781 -1.17690
C 8.00811 -0.01749 -2.33322
H 8.22647 -1.24942 -2.09305
H 8.86841 0.44585 -2.24282
H 7.41920 0.04482 -3.27953
H 5.48736 -1.99272 -2.27346
H 3.44400 -2.49672 -0.88810
C 0.70390 0.08418 -0.00586
C -0.63994 -0.59426 -0.09370
H -1.03017 -0.10925 -1.02343
H -0.37953 -1.59251 -0.21184
H 1.41866 -0.11347 -0.48759
H 0.55929 1.33455 -0.07781
H 0.96284 0.22417 3.41868
H 0.46658 1.37254 2.54485
H -1.58210 0.11332 3.44805
H -0.76168 -1.45190 2.57151
C -3.81391 0.28224 -0.60988
C -4.77745 -0.26018 0.03502
C -5.26658 -1.39132 -0.49804
C -5.17574 -1.67898 -1.80216
C -4.23595 -0.96864 -2.55451
C -3.59257 0.26928 -2.09933
H -3.05622 0.83159 -2.52757
H -4.22796 -0.96865 -3.69680
H -5.81295 -2.30510 -2.37063
C -6.19093 -2.08355 0.22735
H -5.82920 -3.15288 0.74343
H -7.13873 -2.47852 -0.14280
H -6.65318 -1.50970 1.42541
H -4.81479 -0.16900 1.09091
H -2.78076 3.50922 0.05031
H -3.59110 3.00361 -1.39132

Mulliken population analysis, charges in e, atoms 1 to 6:
1 C -1.4480
2 H 0.4427
3 H 0.4184
4 H 0.4258
5 C -0.7778
6 N 0.7654


What did the third record say?
An isolated molecule of C23H27N3O3. Source: the Open Molecules 2025 dataset; level of theory: the ωB97M-V functional and the def2-TZVPD basis.

Summary:
2S+1: 1
E_HOMO: -7.8 eV
lowest unoccupied orbital energy: 0.759 eV
SMILES: CN(Cc1cn(C)nc1-c1ccc(Oc2ccccc2)cc1)C[C@H]1COCCO1
relative energy (zero: lowest compared OMol25 entry of this formula, charge and spin): 399.2 kJ/mol
HOMO-LUMO gap: 8.542 eV

Cartesian coordinates (Å):
C -1.56840 -1.12865 -3.06254
N -1.82889 -0.46837 -1.80018
C -2.40281 0.85842 -2.01914
C -2.58756 1.62954 -0.75421
C -3.80908 2.00184 -0.23187
N -3.57384 2.70882 0.88993
C -4.53496 3.29988 1.77428
N -2.27700 2.81891 1.13016
C -1.64008 2.17520 0.15402
C -0.18538 2.13268 0.15397
C 0.51877 2.98377 1.00865
C 1.89503 2.95019 1.06499
C 2.60402 2.06121 0.26167
O 3.97438 2.10518 0.32595
C 4.70675 0.95692 0.18804
C 4.25202 -0.29297 0.59677
C 5.07844 -1.39511 0.47720
C 6.35707 -1.26489 -0.03728
C 6.81440 -0.01694 -0.42742
C 5.99667 1.09114 -0.31813
C 1.91448 1.22844 -0.61235
C 0.53477 1.26202 -0.66042
C -2.64944 -1.27584 -0.91870
C -1.87515 -2.42560 -0.27198
C -0.58190 -1.94003 0.39269
O 0.05426 -2.98830 1.09420
C -0.81335 -3.53877 2.06050
C -2.09699 -4.04197 1.39737
O -2.73887 -2.99679 0.70024
H -0.91938 -0.49842 -3.66972
H -2.48998 -1.33197 -3.63039
H -1.05742 -2.07109 -2.87888
H -1.71885 1.40190 -2.67934
H -3.38171 0.78816 -2.52728
H -4.80420 1.81618 -0.58517
H -5.17289 4.00215 1.23437
H -5.16131 2.53216 2.23353
H -3.98713 3.83003 2.55033
H -0.03789 3.66267 1.63484
H 2.44249 3.60328 1.72710
H 3.26042 -0.39889 1.01208
H 4.71612 -2.36185 0.79411
H 6.99602 -2.13025 -0.12860
H 7.81348 0.09491 -0.82217
H 6.33826 2.07052 -0.61545
H 2.46280 0.55311 -1.25380
H 0.00981 0.58662 -1.31391
H -3.00710 -0.64228 -0.10464
H -3.53084 -1.69374 -1.43451
H -1.61876 -3.20432 -1.00991
H 0.12760 -1.59572 -0.35756
H -0.81739 -1.11213 1.07741
H -0.27166 -4.35842 2.53461
H -1.06665 -2.77611 2.81250
H -2.81037 -4.39722 2.14234
H -1.85083 -4.85914 0.70172

Mulliken population analysis, charges in e, atoms 1 to 6:
1 C -1.3385
2 N 0.8788
3 C -1.2401
4 C 0.9596
5 C -1.4066
6 N 0.5514


What is the formula in the fourth record? C23H27N3O5S


Among the records above, which one has the highest 2S+1? C23H27IIrN4O2